(1)
{
  "formula": "C4H7N3",
  "method": "ωB97M-V/def2-TZVPD",
  "elements": ["C", "N", "C", "C", "C", "N", "N", "H", "H", "H", "H", "H", "H", "H"],
  "positions_angstrom": [[-1.28340, -1.05572, -0.52507], [-1.57940, 0.67009, 1.11164], [-0.57461, -0.24194, 0.56379], [0.50258, 0.72626, 0.17220], [1.87725, 0.41197, -0.31822], [0.12255, 1.92712, 0.41174], [-1.20261, 1.84279, 0.97285], [-1.73878, -0.38547, -1.26009], [-2.08786, -1.62455, -0.05048], [-0.61367, -1.75276, -1.03474], [-0.21811, -0.91486, 1.35443], [2.43952, 1.33998, -0.44686], [2.40858, -0.21960, 0.40404], [1.84779, -0.12772, -1.26997]],
  "lowdin_charge": [-0.048, 0.019, -0.342, -0.336, -0.029, 0.087, 0.000, 0.086, 0.079, 0.077, 0.155, 0.082, 0.086, 0.082],
  "max_force_ha_per_bohr": 0.0086,
  "mol_weight_g_mol": 97.12,
  "e_above_lowest_kcal_mol": 36.1,
  "homo_ha": -0.36501,
  "smiles": "CC1=NN=N[C@H]1C",
  "orbital_gap_ev": 10.216
}

=====

(2)
{
  "formula": "C36H56As3ClCsN3O16PS2",
  "method": "ωB97M-V/def2-TZVPD",
  "elements": ["Cs", "O", "S", "C", "C", "C", "C", "S", "O", "C", "C", "C", "C", "C", "C", "C", "C", "C", "C", "C", "C", "H", "H", "H", "H", "H", "H", "H", "H", "H", "H", "H", "H", "H", "H", "H", "H", "H", "H", "C", "As", "C", "C", "C", "C", "C", "As", "C", "C", "C", "As", "C", "C", "H", "H", "H", "H", "H", "H", "H", "H", "H", "H", "H", "H", "H", "H", "H", "H", "H", "H", "H", "H", "H", "H", "H", "H", "H", "H", "H", "O", "Cl", "O", "O", "O", "C", "O", "P", "O", "C", "O", "C", "H", "H", "H", "H", "H", "H", "H", "H", "H", "O", "N", "O", "C", "C", "C", "C", "O", "C", "C", "N", "O", "O", "N", "O", "O", "H", "H"],
  "positions_angstrom": [[-0.56005, -0.46082, 0.76303], [-1.67843, 1.73520, 1.49918], [-1.90347, 2.67909, 2.62917], [-3.70860, 2.89131, 2.73583], [-4.53706, 1.62544, 2.98969], [-5.48095, 1.26917, 1.83459], [-4.80470, 0.78319, 0.55670], [-3.96129, -0.82704, 0.64176], [-3.01950, -0.74065, 1.78234], [-5.35419, -1.80117, 1.19755], [-6.36527, -2.13351, 0.30737], [-7.43695, -2.88842, 0.75646], [-7.47461, -3.32008, 2.07779], [-6.43846, -3.00772, 2.94614], [-5.36395, -2.24488, 2.50670], [-1.66174, 1.75673, 4.14489], [-1.14166, 0.46812, 4.12929], [-0.97933, -0.20688, 5.33464], [-1.30721, 0.40474, 6.53240], [-1.79123, 1.70760, 6.53963], [-1.96470, 2.38635, 5.34733], [-3.93699, 3.33834, 1.76312], [-3.87131, 3.67253, 3.48061], [-5.14001, 1.77699, 3.88723], [-3.87877, 0.78323, 3.19622], [-6.07487, 2.15489, 1.58161], [-6.19459, 0.51338, 2.16890], [-4.01723, 1.46436, 0.21745], [-5.52380, 0.68536, -0.26172], [-6.30922, -1.81654, -0.72813], [-8.23302, -3.15657, 0.07382], [-8.30570, -3.92143, 2.42354], [-6.45516, -3.37405, 3.96432], [-4.51380, -2.02135, 3.13835], [-0.84582, -0.03396, 3.21995], [-0.58725, -1.21553, 5.31971], [-1.17108, -0.12688, 7.46526], [-2.02320, 2.19779, 7.47623], [-2.32055, 3.41006, 5.35086], [4.38710, 0.71234, -4.50887], [3.35650, -0.21170, -3.09580], [3.08620, 1.38599, -1.99983], [1.58092, -0.08044, -3.96784], [1.10368, -1.24670, -4.84659], [2.03735, -1.39527, -6.04936], [1.09488, -2.57020, -4.06725], [-0.01290, -2.60100, -2.44035], [-1.52099, -3.67459, -3.09178], [0.96869, -4.01373, -1.52205], [-0.32064, -0.89758, -5.30195], [-1.12128, -2.08435, -6.66404], [-2.96259, -1.43174, -6.42526], [-0.73921, -0.97328, -8.24524], [4.68039, 0.01923, -5.29625], [5.29027, 1.14634, -4.07888], [3.77900, 1.51095, -4.93726], [2.72982, 2.22040, -2.60691], [4.03008, 1.65795, -1.52592], [2.35968, 1.18178, -1.21450], [1.58434, 0.84735, -4.54848], [0.87365, 0.06326, -3.14796], [3.05657, -1.60273, -5.71608], [2.05648, -0.48382, -6.65436], [1.72930, -2.23129, -6.68399], [2.11023, -2.80900, -3.73952], [0.76903, -3.38904, -4.71705], [-1.18532, -4.64335, -3.46514], [-2.02876, -3.14502, -3.90111], [-2.20990, -3.81786, -2.26006], [1.18598, -4.83770, -2.20458], [0.37819, -4.37786, -0.68219], [1.90120, -3.59161, -1.14764], [-0.35823, 0.12404, -5.69394], [-0.99110, -0.91653, -4.43731], [-3.42554, -1.94399, -5.58202], [-3.53589, -1.66449, -7.32299], [-2.98099, -0.35467, -6.25107], [0.30048, -1.09293, -8.54556], [-0.93627, 0.07872, -8.03434], [-1.37794, -1.30204, -9.06562], [-2.57956, -3.80246, 2.57858], [-1.62705, -3.77609, 1.49568], [-1.10462, -5.09637, 1.24609], [-2.26474, -3.27448, 0.28121], [-0.53433, -2.87488, 1.82248], [-1.32202, 3.41707, -4.47919], [-0.61580, 2.61722, -3.52997], [-1.41739, 1.72792, -2.43220], [-2.38002, 2.85898, -1.72899], [-1.68564, 3.78617, -0.88798], [-2.54649, 1.09043, -3.42178], [-3.25151, -0.05018, -2.92889], [-0.66109, 4.23085, -4.77324], [-2.23701, 3.82674, -4.05002], [-1.57649, 2.81921, -5.35488], [-2.42118, 4.24642, -0.23016], [-1.21047, 4.55978, -1.49479], [-0.93340, 3.28673, -0.27338], [-3.58531, -0.62659, -3.78977], [-4.11947, 0.26582, -2.34770], [-2.60872, -0.68041, -2.30663], [5.52435, -1.69957, 5.08293], [4.86561, -0.70554, 5.34050], [4.93254, -0.10116, 6.39947], [3.96946, -0.20059, 4.32440], [3.86422, -0.86113, 3.10920], [3.00136, -0.39095, 2.15695], [2.20370, 0.83260, 2.29090], [1.44552, 1.26960, 1.42276], [2.39531, 1.44171, 3.60632], [3.21935, 0.93831, 4.57294], [1.66011, 2.65471, 3.95936], [1.54711, 2.90771, 5.15193], [1.36254, 3.43371, 3.07819], [2.91908, -1.19503, 0.93567], [1.85738, -1.17320, 0.32950], [3.87467, -1.86587, 0.60577], [4.44604, -1.75138, 2.91997], [3.28572, 1.43681, 5.52914]],
  "lowdin_charge": [1.443, -0.764, 0.978, -0.308, -0.210, -0.212, -0.309, 0.926, -0.703, -0.372, -0.080, -0.085, -0.088, -0.061, -0.063, -0.377, -0.072, -0.042, -0.072, -0.076, -0.088, 0.082, 0.083, 0.116, 0.088, 0.115, 0.106, 0.074, 0.087, 0.110, 0.100, 0.098, 0.106, 0.110, 0.018, 0.119, 0.104, 0.103, 0.111, -0.352, 1.139, -0.325, -0.393, -0.707, -0.088, -0.383, 1.132, -0.307, -0.292, -0.374, 1.115, -0.348, -0.349, -0.001, 0.011, 0.017, 0.026, 0.021, 0.001, 0.072, 0.016, 0.064, 0.087, 0.061, 0.051, 0.060, 0.028, -0.019, 0.007, 0.029, 0.004, 0.014, 0.077, 0.032, -0.004, 0.013, 0.023, 0.004, 0.019, 0.009, -0.340, 0.637, -0.340, -0.435, -0.578, -0.123, -0.356, 0.855, -0.355, -0.140, -0.348, -0.133, 0.084, 0.080, 0.077, 0.078, 0.083, 0.066, 0.063, 0.069, 0.048, 0.056, -0.369, 0.051, -0.151, 0.079, -0.046, -0.338, -0.149, -0.056, 0.073, -0.343, 0.045, 0.081, -0.325, -0.226, 0.075, 0.134, 0.131],
  "max_force_ha_per_bohr": 0.0401,
  "mol_weight_g_mol": 1275.08,
  "e_above_lowest_kcal_mol": 52.4,
  "homo_ha": -0.21952,
  "total_charge": -1,
  "orbital_gap_ev": 7.589
}

=====

DFT total energy, respectively: -320.82576, -11098.42950 Ha.